Formula: C30H19Br4N2O4S3Se2Te3Y
Source: OMol25
Level of theory: the ωB97M-V functional and the def2-TZVPD basis

## Properties
**Strongest force on any atom**: 1.0 eV Å⁻¹
**HOMO-LUMO gap**: 5.921 eV
**E_LUMO**: 0.13261 hartree
**Energy**: -508888.681 eV

ORCA input file:
```
! RIJCOSX wB97M-V def2-TZVPD def2/J DEFGRID3
* xyz -2 1
Te -2.416 -2.054 0.154
Te 3.173 -1.055 1.003
Te 3.229 -2.492 -1.320
Y 0.407 -0.031 -0.097
Br -2.712 1.656 6.242
Br 2.126 3.211 3.569
Br 0.195 3.257 6.310
Br -3.629 0.088 3.447
Se 1.014 -1.803 -2.286
Se 1.047 -1.910 1.990
S -1.148 1.799 -1.776
S 2.641 1.602 -1.514
S 2.364 4.625 -4.288
O 3.545 5.427 -4.496
O 1.100 5.256 -4.573
O 0.820 1.619 1.376
O -1.490 0.407 1.271
N -1.830 3.034 0.457
N 2.360 3.957 -2.792
C 2.652 0.771 -4.616
C 0.101 1.643 2.455
C -1.962 0.988 3.553
C 2.639 1.508 -6.927
C -0.134 4.147 -0.721
C -1.026 3.061 -0.633
C -3.469 -5.909 -2.718
C -1.169 0.967 2.414
C -2.264 -5.238 -2.869
C 2.509 3.097 -5.180
C -4.066 -4.416 -0.928
C 0.470 2.303 3.624
C 2.493 2.647 -2.840
C -0.071 5.069 0.287
C -0.906 4.966 1.416
C -1.958 -4.150 -2.057
C -5.348 0.981 -2.342
C -0.360 2.326 4.757
C -3.604 -0.676 -2.305
C -5.458 0.889 -0.961
C -1.773 3.921 1.474
C -3.720 -0.776 -0.923
C 2.685 0.489 -5.978
C 2.569 2.097 -4.231
C -4.423 0.192 -3.012
C 2.546 2.840 -6.534
C -4.653 0.005 -0.252
C -1.575 1.665 4.727
C -2.864 -3.730 -1.087
C -4.370 -5.497 -1.744
H 2.665 1.261 -7.981
H -2.355 2.166 0.568
H -4.768 -4.098 -0.166
H -2.855 -1.259 -2.829
H -0.838 5.663 2.238
H 0.655 5.870 0.225
H 0.538 4.194 -1.565
H 2.497 3.643 -7.259
H -1.552 -5.555 -3.622
H -1.010 -3.636 -2.170
H -6.172 1.507 -0.429
H -5.311 -6.021 -1.616
H -4.733 -0.059 0.825
H -3.706 -6.754 -3.354
H -2.420 3.722 2.316
H -4.312 0.275 -4.086
H 2.666 -0.008 -3.863
H 2.740 -0.542 -6.305
H -5.972 1.674 -2.893
*
```

Formula: C30H19N10O2S4SeSr
Source: OMol25
Level of theory: the ωB97M-V functional and the def2-TZVPD basis

## Properties
**Strongest force on any atom**: 4.4 eV Å⁻¹
**HOMO-LUMO gap (spin up / spin down)**: 2.717 / 2.719 eV
**E_LUMO (spin up / spin down)**: 0.02478 / 0.02480 hartree
**Energy**: -159940.931 eV

ORCA input file:
```
! RIJCOSX wB97M-V def2-TZVPD def2/J DEFGRID3
* xyz -1 1
Sr 0.031 -0.284 -0.525
Se 0.172 6.145 4.959
S -1.883 1.754 -3.414
S -3.123 -2.994 -4.196
S 3.224 -2.576 -4.079
S 1.541 1.605 -3.560
O 1.447 -1.417 0.896
O -1.434 -1.514 0.891
N -1.183 5.148 4.218
N -2.094 4.678 -5.470
N 3.257 -2.132 -1.382
N -3.451 -2.492 -1.465
N 1.297 1.774 0.564
N 1.274 -1.796 -2.481
N -1.403 1.655 0.810
N 1.880 4.575 -5.623
N 1.449 5.216 3.998
N -1.428 -2.015 -2.506
C -0.017 -4.254 2.842
C -2.752 1.609 0.888
C -0.765 -2.185 -3.679
C 3.391 2.866 1.030
C 2.259 -3.899 3.371
C 2.573 -2.038 -2.496
C -0.669 4.297 3.401
C 1.140 -4.714 3.509
C 1.564 -2.610 -4.641
C 0.813 4.316 3.285
C 2.622 1.936 0.355
C -0.031 -3.059 2.071
C -2.682 -2.504 -2.541
C -0.851 2.777 -4.208
C 2.395 -2.972 2.372
C -0.745 2.480 1.640
C 2.836 3.577 2.099
C 1.488 3.451 2.334
C 1.324 3.766 -4.978
C -2.477 -2.658 2.709
C -1.426 3.337 2.556
C -1.543 -2.654 -4.736
C 0.733 2.550 1.513
C 1.251 -2.447 1.690
C -2.831 3.400 2.518
C -1.285 -2.388 1.836
C 0.580 2.780 -4.288
C 0.689 -2.109 -3.680
C -3.470 2.501 1.641
C -1.573 3.758 -4.931
H -1.273 -2.914 -5.714
H -3.344 4.128 3.140
H 2.703 -1.960 -0.484
H -4.320 -3.038 -1.429
H -2.296 -2.329 3.736
H -4.523 2.436 1.605
H -2.931 -2.226 -0.605
H 3.413 4.269 2.707
H 3.064 1.372 -0.435
H 4.269 -2.288 -1.377
H -3.213 0.888 0.262
H 1.134 -5.593 4.134
H 4.466 3.028 0.783
H 3.113 -4.005 4.057
H -0.953 -4.815 2.956
H 1.285 -2.851 -5.631
H 3.358 -2.503 2.139
H -3.365 -2.110 2.328
H -2.698 -3.732 2.710
*
```

Formula: C30H20NO19Ti
Source: OMol25
Level of theory: the ωB97M-V functional and the def2-TZVPD basis

## Properties
**Strongest force on any atom**: 6.0 eV Å⁻¹
**HOMO-LUMO gap (spin up / spin down)**: 4.724 / 6.526 eV
**E_LUMO (spin up / spin down)**: -0.11245 / -0.11424 hartree
**Energy**: -94934.386 eV

ORCA input file:
```
! RIJCOSX wB97M-V def2-TZVPD def2/J DEFGRID3
* xyz 0 4
Ti -0.565 0.387 0.931
O -2.578 -0.463 1.220
O -0.839 0.178 -4.159
O -0.036 -0.779 2.346
O -2.649 -4.089 -4.817
O 2.355 -0.726 7.305
O -1.031 1.984 5.938
O -3.136 -6.488 -0.804
O -0.209 -3.529 -3.966
O -3.322 -1.602 -0.423
O 0.926 3.485 1.149
O -0.969 -5.488 0.226
O -0.510 5.714 -3.153
O -1.521 2.411 1.183
O -1.657 1.289 -2.008
O 1.090 0.590 -0.100
O -1.237 -1.083 -0.295
O 4.497 -0.549 -4.047
O 0.680 4.545 -5.261
O 0.897 3.738 5.861
N -2.420 -1.083 0.155
C 2.405 -0.072 5.033
C -0.328 2.379 -5.033
C -0.707 2.415 4.770
C -0.018 3.800 -4.581
C -1.342 -5.048 -0.977
C 3.663 -0.314 -3.192
C 1.776 -0.773 6.182
C -0.540 4.401 -3.286
C 1.877 -0.091 3.751
C 2.206 -0.997 -1.309
C 0.160 -1.568 4.532
C 0.394 3.236 2.402
C -0.839 2.479 2.318
C 3.079 1.059 -3.072
C -1.175 2.102 -2.727
C 1.031 3.635 3.522
C -0.700 1.532 -4.067
C -0.969 -3.946 -3.093
C 0.685 -0.787 3.446
C 2.197 1.324 -2.084
C 0.684 -1.560 5.820
C -0.653 -4.126 -1.661
C -1.052 3.520 -2.408
C 0.415 3.368 4.810
C 1.813 0.351 -1.094
C -3.220 -5.042 -2.689
C -2.626 -5.598 -1.462
C 3.046 -1.306 -2.334
C -2.411 -4.364 -3.519
C -1.254 1.945 3.576
H 3.450 -2.300 -2.444
H 2.410 0.310 2.914
H -1.149 -0.138 -3.275
H -0.632 2.442 6.690
H 1.238 2.768 0.596
H 3.402 1.801 -3.790
H 0.231 -3.613 -1.349
H 2.002 -1.769 -0.548
H -0.617 -2.198 4.154
H -2.204 1.391 3.628
H -3.489 -4.516 -5.035
H 3.314 0.432 5.296
H 0.124 6.007 -3.874
H 1.720 2.299 -2.069
H -1.637 -6.149 0.475
H -1.497 3.791 -1.392
H -4.193 -5.485 -2.805
H 0.383 -2.137 6.678
H -0.080 2.300 -6.109
H 1.861 4.364 3.405
*
```

Q: What is the energy in the third record?
A: -94934.386 eV

Q: What is the strongest force on any atom in the first record?
A: 1.0 eV Å⁻¹

Q: The lowest energy belongs to which entry?
A: C30H19Br4N2O4S3Se2Te3Y

Q: What is the formula in the first record?
A: C30H19Br4N2O4S3Se2Te3Y